This record from the Open Molecules 2025 dataset describes a structure of composition C37H58N4O2Ti at a distorted geometry. The level of theory is ωB97M-V/def2-TZVPD.

Each line ends with the Mulliken charge.
Positions of all 102 atoms, in Å:
Ti -0.29679 -0.46496 0.22058  -1.001
O -0.47358 -1.47986 -1.40389  -0.042
O 1.60471 -0.51735 0.25232  -1.114
N -0.30787 1.51691 -1.08594  0.991
N 0.17076 0.71065 2.29428  -0.019
N -2.32436 -0.04720 -0.02105  0.800
N 1.57331 1.36222 3.84601  0.060
C 0.12523 1.16816 -2.45618  -1.480
C 0.75452 0.42621 4.44234  -0.796
C -2.05269 -4.71253 -1.95829  0.187
C 1.10251 -5.28776 3.29773  2.011
C -5.77438 -5.13256 -1.11866  -2.196
C 0.36933 -4.06620 -2.46941  2.804
C -3.37865 -4.46011 -1.59546  -0.215
C 4.26228 -0.33985 1.81150  -1.325
C 1.59614 -1.66272 1.02696  0.533
C -1.39290 -2.45417 -1.54966  0.650
C 0.70044 -3.14024 -3.65119  -1.785
C -2.49361 1.39991 0.06339  -0.997
C -2.73147 -2.15322 -1.29339  -0.145
C -1.69898 2.05091 -1.06950  -1.040
C 2.50943 -3.46204 2.24719  -0.101
C -0.10350 0.03304 3.47014  -0.459
C -2.14193 -0.77285 1.21541  -0.955
C 0.50219 -5.51054 -2.95950  -2.442
C 2.74856 -2.30281 1.51490  -0.231
C -3.90264 -6.65306 -0.52276  -1.608
C -3.70307 -3.14668 -1.29375  -0.283
C 0.32053 -2.12242 1.27823  1.664
C -1.04975 -3.74916 -1.97674  -1.018
C 0.64976 2.49736 -0.54463  -1.365
C 1.84192 -6.41507 2.56273  -1.621
C -3.12280 -0.71188 -1.06554  -0.886
C 1.40546 -3.84675 -1.35915  -1.089
C 0.13230 -3.28163 2.01484  -0.342
C 1.23041 -3.98400 2.50404  -0.190
C -4.38491 -5.60980 -1.54248  2.021
C 1.71812 -5.11067 4.69448  -1.755
C 1.19396 1.48971 2.56596  -0.634
C 5.25154 -2.61478 1.87611  -2.400
C -4.50333 -6.27108 -2.92203  -1.688
C 4.15313 -1.76213 1.23915  2.306
C 4.39922 -1.72099 -0.27640  -1.603
C -0.35684 -5.71176 3.46802  -2.204
H -0.00368 -3.29866 -4.47302  0.383
H -2.94326 -7.08505 -0.81618  0.304
H 1.16862 -4.44127 -0.47141  -0.044
H 5.38196 -1.28561 -0.48830  0.558
H 3.36555 -4.00774 2.62793  0.523
H 1.70922 2.13806 1.87932  0.308
H 2.90178 -6.18333 2.43506  0.293
H -0.92752 -4.97145 4.03566  0.343
H -4.72408 -2.86558 -1.05801  0.510
H -3.54442 -6.67018 -3.25924  0.291
H -6.18405 -4.40465 -1.82455  0.391
H -2.60922 -1.74913 1.21112  0.204
H 1.59541 1.99848 -0.33417  0.002
H -5.75532 -4.67744 -0.12475  0.400
H -3.77679 -6.19564 0.46167  0.350
H 1.76517 -7.35305 3.12229  0.485
H 5.25600 0.07558 1.61249  0.528
H -5.21866 -7.09778 -2.88816  0.467
H -4.18063 -0.65616 -0.79333  0.359
H -4.84669 -5.54819 -3.66610  0.366
H -2.98668 -0.15123 -1.99406  0.430
H 2.78855 -4.89820 4.63561  0.284
H -3.54631 1.69533 0.03278  0.472
H -6.45734 -5.98449 -1.08488  0.445
H 1.58605 -6.01941 5.29132  0.482
H 1.44558 -2.80267 -1.06212  -0.257
H 0.34950 -6.23027 -2.15063  0.378
H 4.37652 -2.73276 -0.69031  0.281
H -0.39906 -6.65901 4.01290  0.456
H 0.86895 0.11705 5.46650  0.445
H 0.65665 -2.09291 -3.34918  0.069
H -2.40127 -0.18721 2.09068  0.640
H 0.82755 3.30857 -1.25714  0.449
H 0.25048 2.92747 0.37336  0.490
H 2.35609 1.82817 4.26957  0.242
H -0.58340 0.48085 -2.90668  0.329
H 1.70941 -3.35208 -4.01786  0.468
H 1.09036 0.66534 -2.40996  0.239
H -0.20057 -5.73675 -3.76637  0.440
H 1.51326 -5.65872 -3.34526  0.470
H -2.16609 1.83634 -2.02918  0.472
H 5.15229 -2.65862 2.96403  0.408
H 6.22647 -2.17640 1.64581  0.468
H -2.07645 1.72674 1.01639  0.396
H 3.63607 -1.12865 -0.78143  0.057
H 5.24522 -3.63620 1.48676  0.390
H 0.21490 2.07175 -3.06875  0.450
H 2.39712 -4.14185 -1.71949  0.664
H 1.41060 -6.56946 1.56947  0.292
H -0.87152 -0.71607 3.52362  0.342
H 1.23833 -4.28000 5.21933  0.343
H -4.62896 -7.46682 -0.43617  0.463
H -1.79459 -5.72214 -2.24470  0.504
H 4.10580 -0.35760 2.89499  0.306
H -1.69612 3.13648 -0.95199  0.479
H 3.51225 0.31179 1.35912  -0.029
H -0.87524 -3.64774 2.19334  0.281
H -0.84773 -5.85689 2.50188  0.440

Values from the calculation:
Highest occupied orbital energy (eV): -6.92
E (eV): -72483.5238



This record from the Open Molecules 2025 dataset describes a cluster of 6 separate species, C37H59B2ClFN13O10S in total at a distorted geometry. The level of theory is ωB97M-V/def2-TZVPD.

Each line ends with the Mulliken charge.
Positions of all 124 atoms, in Å:
Cl -0.88994 1.20980 -3.43949  -0.230
S -2.86982 -1.42177 0.99503  -0.423
F 3.23424 2.22158 2.01504  -0.194
O 0.84290 0.49987 5.64899  -0.539
O 1.37845 2.72284 0.96082  -0.511
O 7.76610 2.58368 3.45418  -0.665
O -8.39770 -0.05471 -3.07998  -0.654
O 2.19962 2.62570 -1.75300  -0.527
O 6.21240 -1.58636 -0.40866  -0.646
O -0.83187 -0.40960 4.49189  -0.270
O 4.75110 2.01598 -4.44839  -0.612
O 3.79724 7.50665 1.54277  -0.666
O 2.42527 -4.10455 4.03481  -0.651
N 4.01814 -3.33792 5.45704  -0.381
N 5.69489 3.18005 2.75442  -0.257
N 6.99878 2.01399 -4.15051  -0.391
N 2.07974 -2.13945 5.11084  -0.221
N -9.04583 0.94013 -0.91977  -0.663
N 7.42920 4.69091 2.67848  -0.346
N 7.91850 -0.94827 0.94547  -0.352
N -3.04040 -0.18870 -1.93700  0.840
N 5.88815 3.96369 -4.68305  -0.409
N 3.07959 5.42734 0.98447  -0.218
N 2.61662 6.30419 3.06203  -0.311
N -5.67141 1.61293 -5.82744  -0.654
N 6.05654 0.38060 0.70867  -0.124
C -2.73690 0.61801 6.52038  -1.067
C -3.32921 -5.70079 -1.75666  -0.340
C -5.64704 -0.19255 -4.29852  -0.347
C -5.52571 -1.04412 0.79941  -1.022
C -5.74060 0.30364 -5.58601  -0.537
C -5.45105 1.97444 -3.42228  -0.451
C 0.48048 0.67604 -1.22463  0.100
C -2.92956 -2.69913 -2.27747  0.613
C -4.33024 -0.88608 0.11515  2.174
C -5.55020 2.36763 -4.75056  -0.501
C -0.57633 0.14216 3.19433  -0.057
C -6.65567 -0.13208 -1.09520  0.561
C -1.28262 1.16552 6.42867  -0.430
C -1.58483 -0.55839 0.09311  1.490
C -4.22950 -0.35420 -1.15922  -1.069
C -1.83201 -0.08174 -1.18139  -0.384
C -2.84987 -1.29809 -2.92236  -1.536
C 2.16660 1.85747 1.21172  0.444
C 7.01455 3.43079 2.99391  0.601
C -5.50030 0.59646 -3.15883  0.719
C 3.20515 6.48392 1.84118  0.520
C 6.69737 -0.77605 0.36174  0.538
C 5.80741 2.62288 -4.42891  0.664
C 2.81333 -3.25173 4.81461  0.605
C -3.27261 -5.05933 -3.16806  -0.995
C 2.46315 0.42253 -3.06867  -0.968
C 0.69088 0.21062 0.08676  0.209
C -0.85291 -6.27682 -1.63722  -0.923
C -0.20225 -0.94478 2.16485  -1.747
C -2.38232 -3.79668 -3.26388  -0.705
C -0.36023 -0.41620 0.74863  -0.493
C 2.05087 0.39374 0.74106  -0.645
C -0.35748 0.39030 5.50749  0.663
C -6.70754 -0.67442 0.19271  -1.398
C -5.43913 0.03318 -1.77455  -0.752
C -0.75067 0.54508 -1.81876  -0.080
C -2.29782 -6.83153 -1.51803  -0.566
B 1.72575 1.33867 -1.99872  0.381
B -8.05041 0.25307 -1.75895  0.798
H 5.35698 2.26253 2.97848  0.157
H -9.71654 1.45288 -1.48992  0.260
H -9.60965 0.20017 -0.49429  0.233
H -0.78099 -1.86398 2.33574  0.882
H -3.42329 1.08950 5.80879  0.271
H -4.29446 -4.75528 -3.43759  0.412
H -1.32141 2.23743 6.18502  0.272
H 5.05629 3.85504 2.37243  0.192
H 7.87806 2.49375 -4.12897  0.159
H 3.08975 2.51248 -1.39115  0.209
H 3.49817 5.52217 0.07720  0.142
H -3.11565 0.86564 7.52339  0.370
H 2.68759 7.05808 3.71990  0.203
H 6.43780 1.06290 1.34039  0.162
H 3.55821 0.49517 -2.99973  0.314
H -5.49653 -1.45732 1.80916  0.458
H -1.47744 0.66604 2.83762  0.301
H -8.40616 -1.01794 -3.15693  0.310
H 6.97588 1.02897 -3.95865  0.221
H -5.86247 -0.39021 -6.41798  0.410
H -0.62561 -5.98257 -2.67178  0.239
H -2.86384 -5.79324 -3.88398  0.413
H 0.24770 0.87075 3.23277  0.321
H 8.42085 -1.78552 0.71660  0.223
H 4.35642 -2.64872 6.10070  0.160
H -3.18620 -4.97079 -0.94139  0.150
H 8.39459 4.90937 2.84112  0.212
H 2.88093 0.13298 0.06606  0.245
H -1.34420 -3.99147 -2.96384  0.242
H 6.82584 5.39805 2.30000  0.161
H 8.32919 -0.28961 1.58208  0.175
H -0.85614 1.11763 7.43948  0.355
H 2.22563 -0.63352 -2.83588  0.338
H 6.74531 4.48233 -4.67245  0.156
H -5.51955 3.44962 -4.93050  0.400
H -7.64629 -0.82244 0.72445  0.301
H 5.03112 4.44199 -4.89128  0.225
H -4.35584 -6.08300 -1.62501  0.313
H -1.87766 -1.21413 -3.42091  0.700
H -2.44123 -7.60473 -2.28664  0.314
H 5.15696 0.54342 0.30088  0.031
H -0.10631 -6.99587 -1.27610  0.383
H -5.36202 2.69128 -2.60682  0.461
H -2.39442 -7.22977 -0.49795  0.350
H 2.17813 -0.20920 1.64828  0.057
H 2.37534 -1.42333 5.74678  0.168
H -2.31668 -2.79036 -1.37139  -0.133
H -2.33724 -3.36860 -4.27798  0.539
H 4.58396 -4.14264 5.26184  0.230
H 0.83949 -1.22785 2.37432  0.211
H -3.61684 -1.26156 -3.70377  -0.040
H 1.18985 -2.04446 4.65615  0.117
H -5.69610 -1.27887 -4.16429  0.508
H -0.73892 -5.35687 -1.03780  0.160
H -2.72073 -0.47482 6.42609  0.312
H 2.59632 4.57588 1.21137  0.173
H -3.98041 -2.94244 -2.05797  0.429
H 2.11797 0.60424 -4.09414  0.304
H 2.12546 5.47077 3.32550  0.168

Values from the calculation:
Highest occupied orbital energy (eV): -8.04
Structure (SMILES): CCCCCCCN1c2c(Cl)c(B(C)O)c(CC(=O)F)c(CCOC(=O)CC)c2Sc2ccc(B(N)O)c(-c3ccncc3)c21.NC(N)=O.NC(N)=O.NC(N)=O.NC(N)=O.NC(N)=O
E (eV): -106609.1304